A cluster of 16 separate species, C2H35O16 in total at a distorted geometry, computed with the ωB97M-V functional and the def2-TZVPD basis.

```
53
Properties=species:S:1:pos:R:3
C -14.6751 -6.8234 -0.8090
C -13.9241 -5.9577 -1.8727
O -14.7248 -5.4211 -2.9180
H -15.5551 -6.3391 -0.3858
H -14.0907 -7.0751 0.0760
H -15.1163 -7.7249 -1.2342
H -13.0384 -6.5249 -2.1588
H -13.5257 -5.1818 -1.2190
O -16.3886 -9.9158 -2.7560
H -17.0096 -10.5275 -3.1515
H -16.8108 -9.6370 -1.9435
O -17.7601 -8.7849 -0.6706
H -17.7237 -7.8673 -0.9407
H -17.2932 -8.8078 0.1647
O -15.7563 -2.8782 -1.5316
H -15.4438 -3.0245 -0.6387
H -15.5133 -3.6742 -2.0044
O -17.5136 -6.3216 -2.1618
H -16.6195 -6.1493 -2.4570
H -18.0384 -6.3030 -2.9621
O -18.8955 -4.9779 -0.3233
H -19.5091 -4.5913 -0.9479
H -18.2407 -5.4138 -0.8687
O -11.1501 -8.7592 -0.4649
H -11.3029 -8.0702 0.1817
H -11.9945 -9.2023 -0.5475
O -13.2644 -5.3243 -5.6584
H -12.5133 -5.8446 -5.3730
H -13.8655 -5.3419 -4.9137
O -11.9674 -6.9650 1.7644
H -12.6141 -6.3200 1.4782
H -11.3866 -6.4791 2.3499
O -14.7612 -8.0630 -4.3532
H -14.7037 -7.3146 -3.7592
H -15.2291 -8.7313 -3.8525
O -16.2084 -8.6819 1.6148
H -15.6773 -8.1422 2.2004
H -16.2676 -9.5289 2.0568
O -13.3496 -2.8779 -3.7078
H -14.0882 -2.3007 -3.9012
H -13.7500 -3.6630 -3.3340
O -10.1484 -8.0371 -3.6370
H -10.8727 -7.5593 -3.2330
H -10.1505 -7.7493 -4.5499
O -16.9470 -4.3832 -4.2739
H -16.2182 -4.7724 -3.7905
H -17.4476 -5.1322 -4.5974
O -12.5100 -4.2203 1.0455
H -11.7006 -3.7173 0.9553
H -12.9647 -4.0949 0.2126
O -13.4670 -10.2441 -0.6862
H -14.0323 -9.6385 -1.1658
H -13.9123 -10.3763 0.1507
```

Kohn-Sham gap (spin up / spin down), eV: 10.14 / 5.72
⟨S²⟩: 0.755
E_HOMO (spin up / spin down), eV: -10.6582 / -10.6567
Net charge: 0
Max |F|, eV/A: 2.79
Energy above the lowest of the compared OMol25 structures with the same formula, charge and spin, kcal/mol: 11.07
2S+1: 2

***

A cluster of 15 separate species, C2H37N2O14 in total at a distorted geometry, computed with the ωB97M-V functional and the def2-TZVPD basis.

```
55
Properties=species:S:1:pos:R:3
N -0.5778 1.1169 -1.3217
C 0.0589 -0.2455 -1.3699
C 0.1890 -0.8941 -0.0112
N 1.4210 -1.6819 0.1438
H 0.0579 1.8471 -0.9952
H -0.8066 1.5060 -2.2426
H -1.4003 1.0609 -0.7185
H -0.5261 -0.7906 -2.1113
H 1.0464 -0.1083 -1.8074
H 0.1627 -0.2494 0.8770
H -0.6709 -1.4777 0.3001
H 2.2041 -1.1496 -0.1990
H 1.2993 -2.5502 -0.3666
H -4.0405 2.0813 -1.5378
H -3.8881 0.7918 -2.2893
O -3.3795 1.4147 -1.7571
H -2.3151 2.3468 1.9038
H -1.5807 1.0427 1.8211
O -1.5945 1.9257 1.4251
H 3.9809 -0.7180 -1.4998
H 3.1812 -1.5199 -2.7636
O 3.2833 -0.8041 -2.1447
H -0.1430 -3.3861 -2.6450
H -0.2505 -4.4004 -1.5879
O 0.3676 -3.7400 -1.9088
H 1.8129 3.3115 1.4051
H 1.3085 4.2308 2.4371
O 2.0428 4.1552 1.8162
H 1.7162 -0.0916 2.5445
H 0.5931 0.8517 2.5454
O 1.5159 0.8153 2.2645
H -1.8172 -3.8757 -0.6206
H -2.8414 -2.6680 -0.8435
O -2.1368 -3.1990 -1.2100
H -3.2082 -1.3842 1.6383
H -1.8386 -2.0080 1.8931
O -2.4240 -1.6947 1.1713
H 2.9826 3.2114 -0.4741
H 3.3092 2.6865 -1.7727
O 2.5264 3.0013 -1.3033
H 0.8176 1.4262 -5.0162
H 1.2624 2.3588 -3.9169
O 0.5915 1.6974 -4.1204
H -1.3419 4.6233 -1.9034
H 0.0622 4.1245 -1.8545
O -0.8017 3.8990 -2.2287
H 1.6074 -2.2704 2.2584
H 2.2955 -2.1627 3.7541
O 1.5096 -2.0979 3.2104
H -0.5581 -0.6665 3.1271
H -0.9158 -0.0967 4.5379
O -1.2690 -0.3002 3.6659
H -1.2760 -2.7093 3.8649
H -0.3335 -3.3966 2.9077
O -1.2707 -3.1895 3.0285
```

Kohn-Sham gap, eV: 10.08
E_HOMO, eV: -12.4412
Net charge: +1
Max |F|, eV/A: 2.35
Energy above the lowest of the compared OMol25 structures with the same formula, charge and spin, kcal/mol: 5.96

***

A cluster of 17 separate species, C2H38N2O17 in total at a distorted geometry, computed with the ωB97M-V functional and the def2-TZVPD basis.

```
59
Properties=species:S:1:pos:R:3
O 2.1717 0.8702 2.9084
C 2.1823 1.7986 2.1791
N 1.5143 1.7577 1.0254
C 0.9360 0.4438 0.6661
N 0.0860 0.5361 -0.5662
H 2.6250 2.7761 2.4527
H 1.2774 2.5014 0.3816
H 1.8329 -0.2622 0.4997
H 0.3643 0.0495 1.4684
H -0.7191 1.0916 -0.3282
H -0.3344 -0.4569 -0.7653
H -2.0561 -3.2731 -2.9913
H -0.9931 -3.6547 -2.0192
O -1.2647 -3.7771 -3.0054
H -1.6051 -1.8334 -0.0673
H -2.9925 -1.1176 -0.4099
O -2.0632 -1.2647 -0.6486
H 2.2725 -1.3385 -2.8345
H 1.5509 -0.3814 -1.8270
O 2.3380 -0.9482 -1.9714
H 2.5187 -2.2316 2.2115
H 1.7954 -1.0868 2.7177
O 1.5940 -1.9447 2.3814
H -2.1476 -1.4789 2.5408
H -1.5728 -0.4173 1.5830
O -2.1349 -0.5134 2.4062
H 0.0599 -3.3073 -0.0578
H 0.5042 -2.3545 1.0126
O -0.2943 -2.5420 0.4656
H -0.8356 1.4401 3.7230
H -2.2136 1.4002 3.2465
O -1.5349 2.1207 3.3918
H 3.1085 1.4083 -1.1876
H 2.7161 2.8080 -0.9879
O 3.5420 2.2470 -1.1177
H 1.5911 -2.8992 -1.6170
H 1.0870 -4.1554 -2.2555
O 0.9673 -3.5198 -1.6724
H -2.6159 0.3877 -3.3380
H -1.7998 -0.1495 -2.0049
O -2.0576 0.6928 -2.5235
H 0.3025 -3.0071 -3.5086
H 0.4102 -1.4554 -3.4327
O 0.8474 -2.2099 -3.8520
H -2.7788 2.6616 0.0858
H -2.5989 1.5747 -0.9805
O -3.2217 1.9314 -0.4304
H -2.1022 4.1744 1.3868
H -1.5486 2.9491 1.8837
O -1.7237 3.4266 1.1207
H 3.1611 -0.9788 -0.1510
H 4.5426 -1.6557 0.3365
O 3.5894 -1.6372 0.5417
H -0.2853 4.0195 0.0450
H 0.2515 4.7621 -1.1675
O 0.4686 4.1732 -0.4044
H -4.1290 0.4469 0.0823
H -3.8600 -0.2503 1.3564
O -4.3103 -0.3819 0.4891
```

Kohn-Sham gap (spin up / spin down), eV: 10.79 / 4.49
⟨S²⟩: 0.759
E_HOMO (spin up / spin down), eV: -13.7403 / -13.7400
Net charge: +1
Max |F|, eV/A: 7.41
2S+1: 2